1.
This record from the OMol25 dataset describes the ion C2H5N2S3 with charge +1 in a non-equilibrium geometry. The level of theory is wB97M-V/def2-TZVPD.

Properties
Kohn-Sham gap ... 7.886 eV
Net charge ... +1

Last column: Löwdin charge in e.
Cartesian coordinates (Å):
N (0.29733, -0.59664, -1.85109)  -0.64
S (0.86487, -2.12916, -0.99223)  0.85
C (0.05583, 1.44775, -0.24748)  -0.34
C (0.28055, -1.85332, 0.48431)  -1.05
H (0.09407, -0.66429, -2.84615)  0.05
H (-0.29715, 3.09510, 0.93428)  0.15
H (0.08743, -2.21327, 3.05513)  -0.03
N (-0.57810, 2.20443, 0.55545)  0.13
S (-0.83850, 0.13581, -0.90251)  0.94
H (0.98604, 1.43590, -0.75696)  0.10
H (-1.54266, 1.98848, 0.75779)  0.13
S (0.59029, -2.85080, 1.80945)  0.70

***

2.
This record from the OMol25 dataset describes a structure of composition C33H27CuN4O2Sb in a non-equilibrium geometry. The level of theory is wB97M-V/def2-TZVPD.

Properties
Spin multiplicity ... 2
Expectation value of S² ... 0.776
Kohn-Sham gap (spin up / spin down) ... 2.948 / 3.165 eV
Net charge ... -2

Last column: Löwdin charge in e.
Cartesian coordinates (Å):
N (-2.12663, -1.40874, 0.82245)  0.04
C (-1.92651, -2.73773, 0.94147)  -0.42
C (2.91647, 1.22025, -0.79324)  -0.14
C (0.37073, -2.22692, -4.07664)  -0.06
C (-2.92341, -3.60966, 1.36168)  -0.15
C (-3.64690, 4.06260, -0.78660)  -0.16
C (2.75090, -1.92465, 3.60249)  -0.09
H (5.77393, 2.81626, -1.67289)  0.06
C (0.38320, 1.02983, 3.40574)  -0.03
C (4.73799, -0.39265, -1.14362)  -0.08
H (3.65873, -2.23759, 4.10636)  0.09
C (0.90213, -3.44347, -3.66408)  -0.09
H (0.04953, 0.63433, -3.60927)  0.09
H (-3.28605, 0.87877, 0.14411)  0.04
H (3.41922, 3.30787, -1.10627)  0.09
Sb (0.03359, -3.57393, 0.60018)  1.51
H (-1.57245, 6.03129, 1.03291)  0.08
C (-3.32656, -0.92722, 1.21406)  -0.30
H (0.97142, 1.77876, 2.87004)  0.08
C (5.09360, 2.00200, -1.43575)  -0.18
C (-0.78661, -0.06839, -3.57761)  -0.04
Cu (-0.83938, -0.25378, -0.35887)  0.25
C (3.78697, 2.28606, -1.11216)  -0.08
H (-4.98237, -3.78943, 1.98125)  0.09
H (-0.61693, 1.02587, 2.97435)  0.06
H (0.44906, -1.90926, -5.10944)  0.10
H (-1.23723, -0.11527, -4.57257)  0.07
C (2.14121, -2.74722, 2.67498)  -0.14
H (1.24710, -4.68385, -1.94117)  0.08
O (0.64363, 2.11184, -0.47971)  -0.04
H (6.60805, 0.47794, -1.74378)  0.05
H (-3.12837, 2.17299, -1.63632)  0.09
H (-0.07219, 4.13637, 0.66403)  0.09
H (1.39301, -4.10392, -4.36975)  0.09
C (-1.48751, 2.94050, -0.45534)  -0.26
C (1.01520, -0.32079, 3.21371)  -0.33
C (2.28822, -0.99173, -0.47244)  -0.45
C (-3.51505, 0.54928, 1.15244)  -0.03
H (5.10042, -1.41652, -1.18051)  0.09
C (0.97932, -2.29719, 2.05060)  -0.45
N (0.40583, -1.14643, 2.36282)  0.09
C (-4.36423, -1.75145, 1.62427)  -0.05
C (2.19141, -0.67675, 3.86136)  -0.05
H (0.33897, 1.30971, 4.46141)  0.07
C (-3.23793, 5.16765, -0.02920)  -0.17
C (1.56231, 1.10768, -0.49138)  -0.34
C (-0.69050, 1.77271, -0.57800)  -0.13
H (-4.53011, 0.84692, 1.41891)  0.08
C (5.57557, 0.66430, -1.46072)  -0.18
H (2.56707, -3.70324, 2.39453)  0.08
N (1.19874, -0.18963, -0.30449)  0.09
H (-1.49619, 0.31325, -2.84561)  0.04
C (3.41407, -0.14340, -0.79239)  -0.13
C (0.80172, -3.77579, -2.32892)  -0.15
H (2.66083, 0.01167, 4.55449)  0.10
N (-0.43117, -1.78372, -1.87306)  0.05
C (-2.80530, 2.99509, -1.00483)  -0.11
H (-3.90415, 6.00694, 0.13708)  0.06
C (0.14415, -2.90877, -1.45805)  -0.44
C (-4.17947, -3.12564, 1.68368)  -0.09
C (-0.27259, -1.41376, -3.15567)  -0.31
H (-2.80380, 1.06483, 1.79928)  0.08
H (-4.64262, 4.05385, -1.22320)  0.08
H (-2.70590, -4.66846, 1.44213)  0.07
C (-1.07498, 4.11331, 0.25326)  -0.06
C (-1.92702, 5.17301, 0.46786)  -0.15
O (2.28596, -2.27730, -0.32288)  -0.21
H (-5.32017, -1.31946, 1.89249)  0.10

***

3.
This record from the OMol25 dataset describes the molecule C8H13NOS in a non-equilibrium geometry. The level of theory is wB97M-V/def2-TZVPD.

Properties
SMILES string ... COC1=C(SC)N=CCCC1
Kohn-Sham gap ... 7.368 eV

Last column: Löwdin charge in e.
Cartesian coordinates (Å):
H (-0.23406, -3.16928, 0.63800)  0.09
H (-3.16665, -0.26277, -0.56629)  0.10
C (0.95108, -0.19756, 0.38607)  -0.60
O (0.54518, 2.05833, 0.55164)  -0.17
C (-0.37863, -2.12994, 0.50144)  -0.14
N (0.73102, -1.50924, 0.43669)  0.03
H (-2.29606, -1.93401, 1.22750)  0.13
H (1.15109, 3.69981, -0.53427)  0.12
H (2.91146, -2.14580, 0.21438)  0.05
H (4.50032, -1.23772, -0.18931)  0.08
C (0.00173, 0.89042, 0.38924)  -0.32
H (3.18880, -1.36461, -1.24344)  -0.02
H (-1.65971, -0.39644, -1.44353)  0.14
H (-2.05588, 0.96551, 1.26477)  0.12
H (-0.18373, 2.75583, -1.12639)  0.07
H (-1.84303, 1.83664, -0.22180)  0.13
S (2.53151, 0.32052, 0.28043)  0.96
C (3.32128, -1.20452, -0.24217)  -0.41
C (0.22913, 3.14559, -0.26842)  -0.05
H (-0.45495, 3.66413, 0.31178)  0.08
H (-2.34453, -2.41252, -0.50778)  0.13
C (-1.79521, -1.77763, 0.23723)  -0.18
C (-2.10674, -0.43819, -0.39054)  -0.21
C (-1.54341, 0.84345, 0.29479)  -0.11

***

4.
This record from the OMol25 dataset describes a cluster of 2 separate species, C3H5O3 in total in a non-equilibrium geometry. The level of theory is wB97M-V/def2-TZVPD.

Properties
Kohn-Sham gap ... 8.299 eV
Net charge ... -1

Last column: Löwdin charge in e.
Cartesian coordinates (Å):
H (-2.04058, -0.94352, 0.19609)  0.11
C (2.21548, -0.95981, -0.32303)  -0.67
H (0.08359, 0.62288, -0.05430)  0.07
O (3.36884, -1.36394, -0.15940)  -0.11
O (-2.40387, 0.42365, -1.18140)  -0.02
H (-1.10189, 1.99628, 0.46002)  0.07
H (1.75896, -0.99659, -1.35512)  0.09
C (-1.85476, 0.09207, -0.14677)  -0.33
H (-0.55389, 0.76213, 1.53531)  0.06
C (-0.83015, 0.93940, 0.50277)  -0.09
O (1.35828, -0.57255, 0.52584)  -0.18

***

5.
This record from the OMol25 dataset describes a structure of composition C4H7ClO2S in a non-equilibrium geometry. The level of theory is wB97M-V/def2-TZVPD.

Properties
Kohn-Sham gap (spin up / spin down) ... 9.643 / 9.642 eV

Last column: Löwdin charge in e.
Cartesian coordinates (Å):
H (-1.82748, -1.85821, -0.24425)  0.11
C (0.84038, 1.42065, 1.66024)  -0.12
H (1.17846, 2.42075, 1.39404)  0.05
H (1.69887, 0.84209, 2.06897)  0.06
C (-0.70833, -1.02653, -1.64823)  -0.10
C (-0.50619, -0.22741, -0.40905)  -0.52
H (-1.74410, -1.21804, -1.97946)  0.12
H (-0.05862, -2.31083, 0.38280)  0.12
O (2.01334, -0.28938, 0.03752)  -0.32
H (0.13189, -0.91496, -2.38181)  0.13
S (0.97866, 0.71570, -0.07175)  0.56
Cl (-2.25456, 1.16938, 0.16153)  0.18
O (1.11720, 1.71483, -1.03222)  -0.28
H (-0.12413, 1.24549, 2.28428)  0.09
C (-0.73539, -1.68353, -0.22262)  -0.09

***

ΔE to the lowest compared entry with this formula, charge and spin for every record listed, in sequence, given in kcal/mol: 68.7 4.2 67.8 13.4 74.2.
E for every record listed, in sequence, given in eV: -37630.59806 -95888.97594 -22876.19537 -9335.32024 -31710.20393.